1.
ORCA calculation (ωB97M-V with the def2-TZVPD basis set) on a molecular structure, C25H29Cl3MoN7O5.

```
70
Properties=species:S:1:pos:R:3:forces:R:3
Mo -0.519001 -1.183325 0.250460 -0.04 0.20 0.28
O -4.553370 -1.444751 -0.566371 0.13 0.00 0.02
C -3.339638 -1.548081 -0.517866 -0.08 -0.09 -0.05
N -2.527406 -1.185980 0.500201 -0.28 0.03 -0.14
C -3.162548 -0.834283 1.749636 -0.05 0.09 0.10
C -2.229171 -1.241134 2.853855 -0.12 0.06 0.09
C -2.588268 -1.236607 4.195494 0.09 0.01 -0.09
C -1.658942 -1.637047 5.137478 0.02 0.00 -0.02
C -0.397574 -2.042951 4.719193 -0.09 0.03 -0.07
C -0.114276 -2.017848 3.369696 0.03 -0.18 0.06
N -1.010307 -1.617714 2.464488 0.00 -0.12 -0.30
C -2.579308 -2.246230 -1.616970 0.06 -0.06 0.05
C -3.198859 -2.689545 -2.771440 0.15 -0.02 0.08
C -2.441446 -3.394329 -3.691893 0.02 0.00 0.03
C -1.100428 -3.645115 -3.422451 0.00 0.05 0.08
C -0.553363 -3.164329 -2.247117 -0.18 0.04 -0.06
N -1.281650 -2.474201 -1.362643 -0.11 0.02 -0.15
H -4.122272 -1.354343 1.840388 0.07 0.05 0.00
H -3.370009 0.241358 1.816091 0.03 -0.15 0.00
H -3.581434 -0.923414 4.480924 -0.06 0.01 0.02
H -1.913735 -1.639626 6.188054 -0.01 0.00 0.04
H 0.355555 -2.362699 5.422506 0.03 -0.02 0.04
H 0.853839 -2.303700 2.974900 -0.21 -0.07 0.07
H -4.248846 -2.476209 -2.904714 -0.03 0.00 -0.01
H -2.888569 -3.753958 -4.608331 -0.01 -0.01 -0.01
H -0.482558 -4.206124 -4.108223 -0.01 -0.01 -0.02
H 0.483335 -3.333883 -1.988999 0.01 0.02 -0.01
Cl 1.204486 2.440304 6.629013 0.00 0.00 -0.01
C 0.846449 1.901988 5.020842 -0.04 -0.03 -0.05
C 1.702988 1.023466 4.384612 -0.06 0.09 0.00
C 1.390673 0.589881 3.106982 0.24 0.00 0.08
Cl 2.511264 -0.505868 2.340685 0.11 0.23 -0.16
C 0.238350 0.986699 2.418478 -0.20 0.07 0.26
O -0.090233 0.578618 1.217996 0.31 -0.11 -0.51
C -0.576803 1.903604 3.105146 -0.07 0.11 0.14
Cl -1.995714 2.500205 2.308929 0.04 0.02 -0.02
C -0.296662 2.356222 4.380363 0.11 -0.07 -0.01
H 2.603306 0.676190 4.870112 0.01 0.00 0.01
H -0.964654 3.051668 4.865365 -0.01 0.03 0.03
N 1.510501 -0.496870 -0.823454 -0.05 -0.17 0.08
C 1.264584 -0.067077 -2.194790 -0.09 -0.03 -0.22
C 2.347373 0.806461 -2.828432 0.12 -0.04 0.03
C 2.850564 1.946878 -1.942439 0.04 0.00 0.05
C 1.767758 2.948499 -1.549637 -0.12 0.15 0.03
N 1.006806 3.445606 -2.690540 0.36 0.46 -0.13
C 1.374407 4.406208 -3.511736 -0.01 -0.13 0.30
N 0.669393 4.612160 -4.629338 -0.08 0.03 -0.12
N 2.437204 5.181836 -3.263949 0.07 0.04 0.00
C -0.135139 0.566991 -2.227223 0.01 -0.15 0.35
O -0.439244 1.379044 -3.103872 -0.26 -0.27 -0.19
O -0.916865 0.171247 -1.306506 -0.15 0.00 -0.17
H 1.744520 0.284620 -0.218855 0.00 -0.03 0.08
H 2.261667 -1.174730 -0.754359 -0.06 -0.02 0.04
H 1.151745 -0.977485 -2.797623 0.07 0.11 -0.02
H 1.941476 1.201601 -3.761288 0.03 -0.01 0.00
H 3.202653 0.185552 -3.104740 -0.03 -0.02 0.05
H 3.675297 2.450112 -2.453619 -0.06 0.04 -0.04
H 3.278134 1.556745 -1.014200 0.05 -0.02 -0.03
H 2.180095 3.780904 -0.975760 0.01 -0.01 0.00
H 1.028773 2.485095 -0.889811 0.03 0.02 0.02
H 0.290798 2.770234 -3.009719 -0.08 -0.02 -0.03
H -0.159433 4.068265 -4.803873 0.01 0.00 0.01
H 0.855092 5.394345 -5.231367 -0.01 -0.03 0.01
H 2.950342 5.083826 -2.406497 -0.01 0.00 -0.02
H 2.645489 5.976444 -3.842359 0.00 -0.02 0.01
C 0.971204 -3.997599 0.496170 -0.28 -0.24 -0.05
O 0.605516 -2.662540 0.618460 0.68 0.17 0.21
H 1.157182 -4.420367 1.490069 0.01 0.00 -0.08
H 1.891964 -4.093387 -0.094025 -0.04 -0.04 0.03
H 0.186973 -4.599549 0.020414 0.05 0.00 0.03
```
Positions in Å, forces in eV/Å.

The electronic energy comes out at -3178.32718 hartree. As for the charge: +1. The value obtained for the orbital gap (alpha / beta) is 7.69 / 7.70 eV. The calculation puts the relative energy (zero: lowest compared OMol25 entry of this formula, charge and spin) at 0.558 eV. The multiplicity is 3.

2.
ORCA calculation (ωB97M-V with the def2-TZVPD basis set) on C9H19NO2 in the gas phase.

```
31
Properties=species:S:1:pos:R:3:forces:R:3
O -0.396559 4.584904 0.718577 -0.20 0.30 -0.41
O -2.000090 1.827673 0.673158 -1.29 -0.15 1.03
N 1.490461 -0.776523 -0.210410 0.43 2.76 -0.92
C -1.688800 4.271870 1.192424 -0.61 -2.04 1.49
C -1.750595 2.783037 1.743150 0.91 0.37 -2.43
C -0.968406 0.957758 0.178586 -1.22 -0.65 -1.08
C 2.554077 -1.677278 -0.606822 -2.05 -0.88 -1.20
C 2.015450 -2.590943 -1.794811 0.88 0.57 0.02
C 0.592873 -3.108067 -1.574970 0.73 -2.93 -1.19
C -0.688351 -0.401108 0.885953 -0.60 0.12 -0.30
C -0.301352 -2.134143 -0.911544 -2.60 1.01 -1.24
C 0.307717 -1.426276 0.309377 -0.98 0.06 -1.92
H 0.235282 4.549782 1.451284 -0.38 -0.01 -0.18
H 1.183478 -0.166203 -1.047502 0.64 -1.30 1.81
H -1.969418 4.851706 2.106718 0.13 0.23 -0.88
H -2.490515 4.317162 0.413065 1.06 0.46 0.40
H -0.762013 2.528512 2.092626 0.34 0.12 0.88
H -2.506371 2.788600 2.516493 -0.28 -0.72 0.12
H -1.347922 0.726013 -0.855452 0.65 0.39 0.76
H -0.128669 1.599272 0.155716 1.53 0.14 -0.40
H 3.398675 -1.201699 -1.026246 0.87 1.11 -0.15
H 2.851937 -2.055442 0.347473 0.40 -1.42 0.27
H 2.699131 -3.407287 -2.057810 -0.09 -0.05 0.34
H 2.099984 -1.927609 -2.703655 -0.48 -0.38 0.82
H 0.202934 -3.612547 -2.551977 0.31 1.48 1.35
H 0.638421 -4.033884 -0.964717 0.28 0.45 0.21
H -1.615851 -0.964417 1.028178 -0.14 0.34 0.08
H -0.290416 -0.169170 1.825784 0.37 0.42 1.78
H -1.304484 -2.574102 -0.702413 0.66 -0.02 0.12
H -0.563350 -1.371624 -1.730193 0.37 -0.42 1.29
H 0.502741 -2.187967 1.099962 0.33 0.62 -0.47
```
Positions in Å, forces in eV/Å.

The electronic energy comes out at -559.47169 hartree. As for the charge: 0. The value obtained for the orbital gap is 9.31 eV. The calculation puts the relative energy (zero: lowest compared OMol25 entry of this formula, charge and spin) at 3.257 eV.

3.
ORCA calculation (ωB97M-V with the def2-TZVPD basis set) on a molecular structure, C42H39AsN3O3PS4SbTi.

```
95
Properties=species:S:1:pos:R:3:forces:R:3
Ti 0.316877 0.286877 0.526052 -0.28 -0.21 -0.44
C 0.160431 -5.323296 6.015204 0.00 -0.02 0.03
C 0.525996 -5.959108 4.838986 0.00 0.01 -0.01
C 0.635973 -5.239713 3.653549 0.03 -0.02 -0.02
C 0.391275 -3.869612 3.624043 -0.12 0.09 -0.04
C 0.039715 -3.242172 4.822061 0.00 -0.01 0.05
C -0.084888 -3.955001 6.003654 0.01 0.01 -0.04
P 0.538199 -2.791001 2.124849 0.12 -0.19 0.15
C 0.986438 -4.035235 0.866391 0.01 0.01 -0.05
C 2.334303 -4.141600 0.534707 0.03 -0.01 -0.02
C 2.750385 -5.022649 -0.452984 -0.02 0.01 0.02
C 1.817329 -5.809415 -1.113169 0.01 0.00 0.00
C 0.469821 -5.706403 -0.789978 0.00 0.00 0.01
C 0.054114 -4.818146 0.192547 -0.02 -0.01 -0.01
C -1.205139 -2.381148 1.764455 0.17 0.16 0.12
C -2.295362 -3.140366 2.205973 0.01 -0.11 -0.05
C -3.581851 -2.759072 1.871186 0.02 0.03 -0.02
C -3.763697 -1.622912 1.082295 -0.01 -0.01 0.01
C -2.674608 -0.875311 0.662935 -0.02 -0.04 0.01
C -1.349603 -1.200876 1.010960 -0.01 0.12 0.12
H 0.071113 -5.886542 6.936766 0.00 0.00 0.00
H 0.724449 -7.024663 4.837784 0.00 0.00 0.00
H 0.918382 -5.748218 2.739938 -0.01 0.00 0.00
H -0.141647 -2.171510 4.824078 -0.01 0.00 0.00
H -0.366778 -3.444099 6.916910 0.00 0.00 0.00
H 3.066632 -3.480682 0.986060 -0.02 0.01 0.01
H 3.796042 -5.038115 -0.733144 0.00 -0.01 -0.01
H 2.134655 -6.477884 -1.905109 0.00 0.00 0.00
H -0.263849 -6.298312 -1.325452 0.00 0.00 0.00
H -1.001505 -4.709558 0.412815 0.00 0.00 0.00
H -2.130056 -4.027456 2.810502 -0.02 0.00 -0.01
H -4.433513 -3.336602 2.213950 0.00 0.00 0.00
H -4.767322 -1.315284 0.804601 0.00 0.00 0.00
H -2.857235 0.007294 0.056965 0.00 0.01 0.00
S 5.044249 -1.726547 0.210546 -0.04 0.02 -0.03
Sb 4.330066 -0.380589 -1.519660 0.26 -0.07 0.12
S -0.297180 -0.541786 -1.809137 0.06 -0.22 -0.16
S 1.506923 -1.221501 -1.015299 -0.18 0.00 0.07
S 4.954580 -1.325632 -3.513438 -0.02 0.04 0.02
N 0.188015 0.371170 2.829035 0.06 -0.01 0.04
C -0.152369 1.683930 3.388128 -0.01 0.00 -0.05
C -1.604220 2.025300 3.087095 0.03 0.00 0.07
C -1.884400 2.389526 1.631022 -0.02 0.02 -0.10
O -2.735969 3.254808 1.406789 0.02 -0.03 0.00
O -1.209866 1.773065 0.738265 -0.02 0.10 0.27
H -0.506227 -0.315076 3.109469 -0.01 -0.02 -0.05
H 1.085968 0.043670 3.165368 0.02 0.01 0.00
H 0.517074 2.422316 2.938745 0.00 0.02 0.01
H 0.012913 1.705442 4.471027 0.00 0.00 0.02
H -1.937164 2.862106 3.700769 0.01 -0.01 0.03
H -2.238061 1.165601 3.335659 -0.01 0.00 0.01
N 2.695223 2.335485 0.802809 -0.07 0.03 0.07
C 3.852241 2.763180 1.318360 0.12 -0.01 -0.01
C 4.309804 1.778517 2.170442 -0.06 0.02 -0.03
C 3.343567 0.766171 2.082337 0.01 -0.13 0.03
N 2.368536 1.118524 1.255841 -0.05 0.08 0.04
H 2.097308 2.656568 0.030019 0.05 0.03 0.03
H 4.274820 3.709859 1.026508 0.01 -0.01 0.00
H 5.231673 1.759783 2.723550 0.00 0.00 0.00
H 3.349878 -0.219353 2.521108 -0.01 0.01 0.00
O 0.867864 1.803969 -0.798406 -0.24 0.28 -0.47
As -0.181742 1.980090 -2.146861 0.25 0.13 0.29
C -2.102038 1.750841 -2.428147 -0.06 -0.01 0.05
C -2.567561 0.821544 -3.353862 0.00 0.01 -0.02
C -3.932846 0.659420 -3.546378 0.02 0.00 0.00
C -4.833532 1.403555 -2.797057 -0.01 0.01 0.02
C -4.366958 2.316891 -1.861780 -0.01 -0.01 -0.01
C -3.002877 2.502743 -1.682707 0.01 -0.05 -0.01
C 0.719535 1.840934 -3.841324 0.01 -0.10 0.01
C 2.067288 1.514584 -3.801172 0.03 -0.07 -0.04
C 2.771131 1.305699 -4.979208 -0.01 0.02 -0.05
C 2.127524 1.454879 -6.199206 -0.03 0.00 0.01
C 0.782282 1.801479 -6.241228 0.00 -0.01 -0.02
C 0.070256 1.983666 -5.063941 0.03 0.04 -0.01
C -0.265916 3.962552 -1.975721 -0.01 -0.03 -0.04
C -0.166413 4.552961 -0.720290 -0.04 0.07 0.01
C -0.277387 5.930861 -0.575014 0.00 -0.03 0.00
C -0.482079 6.735382 -1.686344 0.00 0.00 -0.03
C -0.583134 6.154871 -2.944144 0.00 0.02 0.01
C -0.480551 4.777498 -3.083472 0.00 0.01 0.01
H -1.867812 0.213860 -3.913016 0.02 -0.01 0.01
H -4.289084 -0.066912 -4.266908 0.00 0.00 0.00
H -5.899547 1.259302 -2.931490 0.00 0.00 0.00
H -5.059940 2.880250 -1.249051 0.00 0.00 0.00
H -2.659327 3.186581 -0.919003 0.01 0.02 0.01
H 2.561620 1.375376 -2.846993 -0.04 0.02 0.01
H 3.799297 0.970157 -4.927417 0.01 0.00 0.04
H 2.669134 1.275310 -7.120338 0.00 0.01 0.00
H 0.277870 1.910286 -7.194686 -0.01 0.00 0.00
H -0.984974 2.226277 -5.105885 -0.01 -0.01 0.01
H -0.032748 3.920138 0.146642 0.01 -0.02 0.01
H -0.216407 6.372938 0.412424 0.00 0.00 0.00
H -0.567949 7.810090 -1.574233 0.00 0.00 0.00
H -0.744075 6.776083 -3.817941 0.00 0.00 0.00
H -0.561361 4.339097 -4.071582 0.01 0.01 0.01
```
Positions in Å, forces in eV/Å.

The electronic energy comes out at -7273.67262 hartree. As for the charge: -2. The value obtained for the orbital gap (alpha / beta) is 5.34 / 5.35 eV. The calculation puts the relative energy (zero: lowest compared OMol25 entry of this formula, charge and spin) at 1.173 eV. The multiplicity is 2.

4.
ORCA calculation (ωB97M-V with the def2-TZVPD basis set) on 2 unconnected molecules or ions with the total composition C4H6N2O.

```
13
Properties=species:S:1:pos:R:3:forces:R:3
C -0.737737 -0.928382 -1.159987 1.24 2.42 1.15
C 0.302235 0.789227 -0.242199 -1.96 -4.22 -1.56
C -1.588676 -1.480354 -2.212163 1.89 0.65 1.20
C 1.178104 1.133792 1.883268 0.57 -1.26 3.45
N -1.159682 -2.055187 -0.846082 0.11 0.07 0.08
N 0.516988 0.293079 0.939938 0.99 -1.18 1.54
O 0.435699 1.823635 -0.746362 -0.02 1.18 -0.82
H -2.510076 -1.035131 -2.317836 -2.23 0.42 -0.20
H -1.066561 -1.760478 -3.071248 0.43 -0.96 -1.31
H 2.275400 1.046056 1.899667 -0.26 0.37 -0.64
H 0.802558 2.102535 1.716181 0.07 1.40 0.24
H 0.926487 0.759802 2.964420 -0.02 0.88 -1.94
H 0.625261 -0.688593 1.192403 -0.80 0.23 -1.20
```
Positions in Å, forces in eV/Å.

The electronic energy comes out at -340.60933 hartree. As for the charge: 0. The value obtained for the orbital gap is 9.24 eV. The calculation puts the relative energy (zero: lowest compared OMol25 entry of this formula, charge and spin) at 5.050 eV.

no.,largest force on an atom (eV/Å)
1,0.73
2,3.25
3,0.60
4,4.91